No. 1
21
Properties=species:S:1:pos:R:3:mulliken_charge:R:1 method="wB97M-V/def2-TZVPD" smiles="C=C.O.O.O.O.O" lumo_ev=0.409 e_above_lowest_ev=1.985
C 2.503 -1.478 -0.288 -0.573
C 1.542 -1.068 0.502 -0.075
H 3.370 -2.026 0.001 0.255
H 2.650 -1.349 -1.367 0.206
H 1.450 -1.326 1.570 0.263
H 0.710 -0.461 0.077 -0.020
H -1.559 -2.016 -0.285 0.316
H -0.864 -3.341 -0.013 0.266
O -0.787 -2.509 -0.498 -0.590
H -1.292 2.418 2.843 0.275
H -1.451 1.299 2.016 0.310
O -0.839 1.687 2.647 -0.610
H 0.063 2.653 0.703 0.338
H 1.214 1.780 1.098 0.321
O 0.930 2.450 0.426 -0.655
H -0.885 2.240 -0.717 0.349
H -1.716 0.997 -0.968 0.314
O -1.631 1.672 -0.331 -0.631
H -0.635 -0.797 -1.967 0.307
H -1.471 -0.644 -3.134 0.297
O -1.303 -0.183 -2.317 -0.663

No. 2
57
Properties=species:S:1:pos:R:3:mulliken_charge:R:1 method="wB97M-V/def2-TZVPD" total_charge=+1 lumo_ev=-3.830
C -0.684 0.846 2.701 -0.519
C -2.258 0.502 2.332 -0.389
S -3.275 -0.124 3.776 -0.125
C -3.913 -1.867 3.494 -0.576
C -2.836 -2.678 2.562 -0.105
N -3.368 -3.246 1.264 -0.120
C -2.191 -3.898 0.565 -0.548
C -0.913 -3.657 1.615 0.172
C 0.609 -4.185 1.236 -0.290
C 1.044 -3.388 -0.161 -0.450
C 1.761 -1.929 0.123 -0.202
O 2.565 -1.615 -1.104 -0.446
C 1.850 -0.581 -1.895 -0.512
N -1.344 -2.892 2.873 0.516
C -0.531 -2.466 4.084 -0.536
C -0.067 -3.763 5.027 -0.307
F 1.187 -4.406 4.559 -0.287
H -0.366 1.743 1.981 0.311
H -0.510 1.176 3.810 0.263
H 0.063 -0.042 2.424 -0.114
H -2.224 -0.217 1.399 0.222
H -2.750 1.513 1.933 0.396
H -4.118 -2.455 4.502 0.329
H -4.953 -1.766 2.917 0.374
H -4.315 -3.225 0.821 0.280
H -2.143 -4.448 -0.468 0.400
H 1.342 -3.760 2.069 0.092
H 0.655 -5.352 1.133 0.353
H 1.796 -4.010 -0.813 0.353
H 0.108 -3.156 -0.856 0.140
H 2.434 -1.971 1.088 0.271
H 0.937 -1.091 0.252 0.092
H 2.036 0.456 -1.375 0.205
H 0.700 -0.795 -1.969 0.260
H 2.336 -0.545 -2.975 0.260
H 0.469 -1.931 3.713 0.202
H -1.119 -1.745 4.821 0.417
H 0.066 -3.314 6.122 0.306
H -0.977 -4.534 5.079 0.277
C 2.265 3.361 -3.444 -0.752
C 1.035 2.645 -3.066 0.276
N 0.063 2.080 -2.767 -0.443
H 3.048 2.671 -3.778 0.341
H 2.087 4.067 -4.262 0.393
H 2.674 3.934 -2.606 0.206
C -2.796 3.853 -4.031 -0.516
C -3.355 4.563 -5.194 0.271
N -3.796 5.125 -6.112 -0.348
H -3.338 2.924 -3.826 0.256
H -1.745 3.586 -4.187 0.049
H -2.844 4.463 -3.123 0.265
C 5.091 6.062 -3.276 -0.794
C 4.609 5.641 -4.602 0.406
N 4.227 5.309 -5.650 -0.393
H 4.569 6.956 -2.921 0.267
H 4.941 5.280 -2.524 0.244
H 6.161 6.296 -3.290 0.307

No. 3
122
Properties=species:S:1:pos:R:3:lowdin_spin:R:1 method="wB97M-V/def2-TZVPD" multiplicity=3 total_charge=-1 s2=2.013 lumo_ev="2.271 / 0.611"
Ti -2.011 1.416 3.465 0.696
C 4.163 2.494 -5.542 0.000
C 2.868 1.875 -5.080 0.000
C 2.804 0.528 -4.745 0.000
C 1.602 -0.084 -4.417 0.001
C 1.572 -1.534 -4.012 0.000
C 0.423 0.668 -4.457 0.003
C 0.477 2.038 -4.721 0.000
C -0.778 2.874 -4.703 0.000
C 1.702 2.624 -5.023 0.000
C -0.882 -0.038 -4.331 0.023
C -1.459 -0.431 -5.540 0.004
C -2.634 -1.151 -5.571 0.009
C -3.236 -1.525 -4.388 0.001
C -2.697 -1.144 -3.165 0.019
C -1.505 -0.385 -3.118 0.148
Ge -1.136 0.532 -1.273 0.406
S -2.821 1.965 1.124 0.129
S -0.398 -1.201 0.072 0.081
Ge 0.990 0.361 1.023 0.014
S 0.360 1.355 2.881 0.032
S 0.887 1.654 -0.860 0.143
C 2.813 -0.388 1.497 0.006
C 3.963 0.377 1.248 0.001
C 5.208 -0.057 1.695 0.000
C 5.336 -1.251 2.379 0.000
C 4.213 -2.021 2.613 0.000
C 2.951 -1.603 2.196 0.001
C 1.817 -2.531 2.491 0.001
C 1.378 -3.428 1.510 0.002
C 2.003 -3.475 0.138 0.003
C 0.341 -4.308 1.807 0.000
C -0.250 -4.335 3.059 0.000
C -1.364 -5.296 3.386 0.000
C 0.236 -3.476 4.041 0.000
C 1.275 -2.588 3.788 0.000
C 1.814 -1.735 4.902 0.001
C 3.918 1.645 0.472 0.004
C 4.048 1.597 -0.914 0.007
C 4.101 0.276 -1.630 0.002
C 4.055 2.788 -1.628 0.002
C 3.918 4.014 -0.998 0.000
C 3.893 5.296 -1.790 0.000
C 3.782 4.041 0.382 0.000
C 3.789 2.875 1.134 0.000
C 3.630 2.932 2.629 0.000
C -3.400 -1.610 -1.931 0.008
C -4.439 -0.852 -1.372 0.009
C -4.948 0.390 -2.059 0.006
C -5.043 -1.291 -0.199 0.002
C -4.646 -2.469 0.421 0.001
C -5.306 -2.899 1.702 0.000
C -3.658 -3.238 -0.180 0.002
C -3.035 -2.834 -1.355 0.001
C -1.973 -3.700 -1.982 0.000
H 5.025 1.998 -5.094 0.000
H 4.199 3.555 -5.298 0.000
H 4.256 2.401 -6.627 0.000
H 3.709 -0.068 -4.749 0.000
H 2.543 -2.002 -4.170 0.000
H 0.814 -2.089 -4.568 0.000
H 1.316 -1.614 -2.951 0.000
H -1.504 2.467 -3.999 0.001
H -1.245 2.895 -5.691 0.000
H -0.550 3.899 -4.410 0.000
H 1.741 3.689 -5.234 0.000
H -0.961 -0.165 -6.465 0.001
H -3.079 -1.425 -6.521 0.001
H -4.146 -2.114 -4.401 0.000
H 6.077 0.559 1.492 0.000
H 6.310 -1.582 2.719 0.000
H 4.301 -2.968 3.133 0.000
H 2.888 -2.846 0.079 0.000
H 1.289 -3.126 -0.611 0.002
H 2.281 -4.501 -0.116 0.000
H 0.002 -4.995 1.037 0.000
H -1.717 -5.808 2.491 0.000
H -2.201 -4.773 3.852 0.000
H -1.018 -6.051 4.097 0.000
H -0.185 -3.511 5.039 0.000
H 1.405 -2.056 5.858 0.000
H 1.529 -0.695 4.749 0.001
H 2.904 -1.776 4.936 0.000
H 4.626 -0.481 -1.048 0.000
H 4.583 0.377 -2.601 0.000
H 3.078 -0.079 -1.795 0.002
H 4.138 2.749 -2.704 0.000
H 4.191 5.123 -2.823 0.000
H 4.563 6.038 -1.354 0.000
H 2.884 5.716 -1.791 0.000
H 3.654 4.994 0.887 0.000
H 3.751 3.952 2.994 0.000
H 4.350 2.283 3.130 0.000
H 2.634 2.590 2.915 0.000
H -4.147 0.922 -2.572 0.004
H -5.406 1.064 -1.335 0.000
H -5.701 0.122 -2.805 0.000
H -5.832 -0.702 0.257 0.000
H -5.300 -2.087 2.428 0.000
H -4.805 -3.768 2.129 0.000
H -6.352 -3.157 1.522 0.000
H -3.360 -4.177 0.278 0.000
H -2.054 -4.725 -1.618 0.000
H -0.978 -3.325 -1.725 0.000
H -2.051 -3.705 -3.069 0.000
O -2.282 -0.501 2.780 0.007
H -1.993 -0.819 1.891 0.000
H -2.050 -1.177 3.429 0.000
Br -1.870 0.111 5.640 0.009
O -1.970 4.098 2.325 0.121
N -2.132 2.897 2.325 0.064
O -1.905 2.924 4.840 -0.006
C -3.148 2.942 4.968 0.006
C -3.936 3.803 5.925 0.002
C -5.367 3.338 5.665 0.000
C -5.238 2.308 4.529 0.002
O -6.169 1.753 3.992 0.006
N -3.907 2.123 4.239 0.006
H -3.761 4.853 5.690 0.000
H -3.583 3.613 6.938 0.000
H -6.042 4.133 5.353 0.000
H -5.808 2.837 6.526 0.000

No. 4
19
Properties=species:S:1:pos:R:3:mulliken_charge:R:1 method="wB97M-V/def2-TZVPD" smiles="C=CC(=C)C.O.O" lumo_ev=0.511 e_above_lowest_ev=3.265
C -2.217 -3.209 -1.744 -1.172
C -1.966 -1.811 -1.241 0.770
C -2.721 -0.821 -1.769 -0.884
C -0.153 -0.538 -0.026 -0.830
C -0.557 -1.487 -0.881 -0.125
H -1.967 -3.934 -0.954 0.301
H -1.411 -3.288 -2.480 0.266
H -3.146 -3.462 -2.238 0.383
H -3.604 -1.066 -2.357 0.265
H -2.606 0.235 -1.557 0.241
H 0.791 -0.539 0.529 0.281
H -0.511 0.486 0.095 0.226
H 0.208 -2.101 -1.352 0.280
H 1.698 4.900 4.458 0.318
H 2.642 3.686 4.829 0.325
O 2.074 4.391 5.174 -0.643
H 2.932 1.354 -0.906 0.323
H 3.859 2.596 -0.905 0.321
O 3.783 1.691 -0.586 -0.648

No. 5
56
Properties=species:S:1:pos:R:3:mulliken_charge:R:1 method="wB97M-V/def2-TZVPD" total_charge=-1 lumo_ev=2.366 e_above_lowest_ev=0.569
Pb 0.231 0.266 0.359 1.073
C 4.033 3.960 3.343 -1.096
C 3.028 3.007 3.874 0.953
N 2.557 2.967 5.078 -0.852
N 1.654 1.932 5.030 0.200
C 1.544 1.342 3.831 0.174
S 0.515 0.083 3.413 -0.405
N 2.436 2.033 3.087 0.602
N 2.819 1.790 1.771 -0.812
H 4.501 4.489 4.169 0.364
H 3.553 4.679 2.677 0.232
H 4.776 3.419 2.760 0.298
H 1.142 1.651 5.844 0.157
H 2.666 0.818 1.513 0.135
H 2.280 2.380 1.145 0.041
S 3.731 -0.438 -0.921 -0.426
C 2.608 -0.185 -2.166 0.086
N 1.297 -0.026 -2.097 -0.012
C 0.697 0.114 -3.345 -0.713
C -0.673 0.264 -3.565 -0.181
C -1.145 0.366 -4.865 -0.712
C -0.270 0.323 -5.952 -0.384
C 1.097 0.178 -5.746 -0.494
C 1.568 0.074 -4.442 0.805
S 3.185 -0.142 -3.857 -0.304
H -1.345 0.300 -2.712 0.375
H -2.209 0.474 -5.041 0.390
H -0.655 0.403 -6.960 0.351
H 1.782 0.140 -6.586 0.355
N -7.602 -0.109 0.364 -0.548
C -6.450 -0.072 0.342 -0.083
C -5.007 -0.028 0.318 0.497
C -4.313 0.806 1.196 -0.814
C -2.926 0.838 1.162 -0.235
C -2.176 0.062 0.267 -0.372
C -2.906 -0.773 -0.588 -0.209
C -4.293 -0.826 -0.576 -0.647
H -4.867 1.424 1.893 0.416
H -2.413 1.492 1.867 0.265
H -2.380 -1.415 -1.294 0.682
H -4.831 -1.479 -1.253 0.427
Cl 1.231 3.795 -0.053 -0.335
C -0.180 2.693 0.341 -1.106
H -0.943 2.940 -0.399 0.463
H -0.540 3.043 1.311 0.447
Br 2.953 -5.819 -0.262 -0.213
C 1.361 -4.900 0.194 -0.294
C 0.223 -5.612 0.519 -0.033
C -0.923 -4.902 0.842 -0.791
C -0.872 -3.517 0.824 -0.306
N 0.235 -2.839 0.512 0.000
C 1.343 -3.513 0.200 0.046
H 0.233 -6.695 0.516 0.431
H -1.840 -5.419 1.102 0.380
H -1.745 -2.915 1.068 0.448
H 2.224 -2.922 -0.047 0.285

No. 6
14
Properties=species:S:1:pos:R:3:mulliken_charge:R:1 method="wB97M-V/def2-TZVPD" smiles=NCO.CO lumo_ev=0.763 e_above_lowest_ev=1.204
C 2.516 0.841 1.758 -0.472
O 2.178 1.371 0.522 -0.470
H 3.128 -0.097 1.614 0.247
H 1.601 0.642 2.274 0.207
H 3.119 1.587 2.376 0.195
H 2.681 0.993 -0.129 0.288
N -0.853 0.234 -0.795 -0.468
C -1.579 -0.893 -0.284 -0.236
O -2.527 -1.592 -1.201 -0.547
H 0.058 -0.138 -1.180 0.229
H -1.369 0.760 -1.579 0.233
H -2.208 -0.730 0.573 0.273
H -0.907 -1.679 -0.066 0.242
H -2.962 -0.894 -1.727 0.279

No. 7
17
Properties=species:S:1:pos:R:3:mulliken_charge:R:1 method="wB97M-V/def2-TZVPD" total_charge=+1 lumo_ev=-5.986
F 2.457 1.043 0.540 -0.459
C -1.056 2.533 0.659 -0.570
O -1.996 1.423 0.558 -0.362
C -1.950 0.711 -0.650 -0.709
C -0.908 -0.403 -0.699 -0.225
O 0.415 0.069 -0.789 -0.491
H -1.068 2.809 1.727 0.347
H -1.508 3.399 0.131 0.329
H -1.794 1.404 -1.500 0.376
H -2.936 0.238 -0.787 0.383
H -1.119 -1.025 -1.590 0.320
H -1.050 -1.054 0.185 0.265
Tl 0.804 1.817 -0.043 1.108
C 2.175 -0.784 0.029 -0.145
H 2.916 -0.576 -0.756 0.277
H 2.821 -1.627 0.306 0.281
H 1.470 -1.212 0.755 0.278

No. 8
24
Properties=species:S:1:pos:R:3:mulliken_charge:R:1 method="wB97M-V/def2-TZVPD" smiles=O.O.O.O.O.O.O.O lumo_ev=-0.519 e_above_lowest_ev=2.414
O 19.677 16.466 -1.089 -0.621
H 19.601 15.864 -0.344 0.308
H 19.058 17.181 -0.895 0.355
O 22.576 20.220 0.660 -0.638
H 22.443 19.362 1.072 0.312
H 23.343 20.594 1.103 0.312
O 18.270 18.414 4.192 -0.629
H 17.879 17.677 4.672 0.303
H 17.579 19.082 4.158 0.296
O 18.013 22.806 2.304 -0.635
H 17.592 22.017 1.956 0.278
H 17.321 23.300 2.751 0.306
O 20.710 18.384 6.114 -0.623
H 20.260 18.002 6.873 0.306
H 20.159 18.165 5.355 0.320
O 19.852 19.619 1.993 -0.531
H 19.487 19.308 2.831 0.332
H 19.464 19.045 1.325 0.271
O 20.903 22.469 2.005 -0.676
H 19.955 22.633 2.048 0.384
H 20.989 21.524 1.819 0.346
O 17.918 18.649 -0.281 -0.651
H 17.653 19.159 0.490 0.296
H 17.307 18.923 -0.973 0.280

No. 9
50
Properties=species:S:1:pos:R:3:mulliken_charge:R:1 method="wB97M-V/def2-TZVPD" total_charge=+3 lumo_ev=-11.684 e_above_lowest_ev=0.000
W -0.015 -0.367 0.227 2.108
O 0.437 0.439 2.019 -0.562
N -0.335 1.353 2.666 0.174
C 0.184 1.913 3.781 -0.118
C -0.585 2.771 4.519 -0.828
C -1.894 3.035 4.106 -0.236
C -2.396 2.437 2.967 -0.811
C -1.591 1.569 2.237 0.836
S -2.099 0.739 0.802 -0.298
H 1.196 1.618 4.014 0.506
H -0.172 3.221 5.410 0.469
H -2.519 3.705 4.681 0.459
H -3.408 2.620 2.634 0.479
C 1.483 3.039 -2.135 -1.070
Ge 0.797 1.703 -0.910 0.283
C 2.099 0.232 -0.555 0.030
C 3.018 0.396 0.513 0.057
C 4.257 -0.214 0.478 -0.835
C 4.596 -1.031 -0.598 -0.483
C 3.725 -1.197 -1.679 -0.775
C 2.510 -0.554 -1.665 -0.119
C -0.749 0.136 -1.714 0.545
C -1.605 1.082 -2.326 0.093
C -2.872 0.731 -2.756 -1.021
C -3.389 -0.532 -2.470 -0.579
C -2.588 -1.521 -1.889 -0.024
C -3.045 -2.828 -1.609 -0.590
C -2.201 -3.788 -1.086 -1.013
C -0.851 -3.506 -0.910 -0.653
C -0.325 -2.238 -1.218 -0.639
C -1.210 -1.213 -1.658 0.702
H 1.722 2.492 -3.051 0.454
H 2.405 3.422 -1.696 0.465
H 0.780 3.844 -2.328 0.447
H 2.743 0.984 1.380 0.484
H 4.955 -0.073 1.291 0.494
H 5.554 -1.535 -0.604 0.478
H 4.020 -1.798 -2.529 0.492
H 1.860 -0.625 -2.532 0.630
H -1.326 2.128 -2.423 0.404
H -3.506 1.470 -3.226 0.431
H -4.428 -0.745 -2.696 0.519
H -4.078 -3.078 -1.826 0.503
H -2.577 -4.780 -0.873 0.495
H -0.174 -4.294 -0.600 0.612
H 0.739 -2.173 -1.438 0.746
O 1.189 -1.844 1.180 -0.576
C 0.218 -2.293 1.866 0.001
O -0.914 -1.809 1.581 -0.625
H 0.365 -3.045 2.644 0.460

No. 10
10
Properties=species:S:1:pos:R:3:mulliken_charge:R:1 method="wB97M-V/def2-TZVPD" lumo_ev=-1.786 e_above_lowest_ev=0.206
C -1.425 0.304 -0.680 -0.011
C -1.700 -0.060 0.726 0.738
O -0.107 -2.166 -1.133 -0.398
O 1.395 -3.793 0.200 -0.359
O -0.462 0.272 0.334 -0.352
F -1.900 1.463 -1.185 -0.224
F -1.929 -1.380 1.041 -0.250
F -2.392 0.648 1.571 -0.220
S 0.126 -3.485 -0.456 0.715
H -1.145 -0.495 -1.495 0.360